## P
Here is a 2-piece molecular cluster, C4H6NS overall from OMol25. Energies are from wB97M-V/def2-TZVPD.

- orbital gap (alpha / beta) (eV) = 6.7 / 6.6
- molar mass (g/mol) = 100.17
- net charge = +1

Last column: Löwdin charge in e.
Element x y z (Å)
C 0.613 -3.053 -0.289  0.041
C 1.805 0.755 -0.197  -0.616
C -0.670 0.857 0.048  -0.061
C 0.698 0.479 0.590  -0.129
N 0.407 -1.982 0.083  0.112
S 3.437 0.625 0.086  0.950
H 0.561 -4.120 -0.480  0.092
H 1.624 1.109 -1.225  0.076
H -1.109 1.725 0.549  0.107
H -1.386 0.031 0.561  0.151
H -0.599 0.879 -1.082  0.114
H 0.746 0.231 1.717  0.164

=====

## Q
Here is a 2-piece molecular cluster, C4H6NS overall from OMol25. Energies are from wB97M-V/def2-TZVPD.

- orbital gap (eV) = 9.8
- molar mass (g/mol) = 100.17
- net charge = +1

Last column: Löwdin charge in e.
Element x y z (Å)
C 0.157 1.587 2.596  -0.589
C -0.251 -0.512 -1.410  -0.182
C 0.402 0.252 2.287  -0.122
C -0.431 -0.899 -2.778  -0.023
N 0.088 -0.354 -0.324  0.181
S -0.154 3.049 2.802  1.074
H 0.540 -0.029 1.115  0.068
H -0.464 -0.293 2.659  0.125
H 1.483 0.041 2.258  0.139
H -0.900 -1.884 -2.600  0.117
H 0.542 -0.807 -3.408  0.152
H -1.012 -0.152 -3.196  0.061

=====

Stability order, top to bottom: Q, P